(1)
Here is one molecule with the formula C10H20N2 in a non-equilibrium geometry from the Open Molecules 2025 dataset. Energies are from the ωB97M-V functional and the def2-TZVPD basis.

Summary:
Electronic energy, eV: -13672.107
Lowest unoccupied orbital energy, eV: 1.02
SMILES: C1CCN(C2CCNCC2)CC1
Energy above the lowest of the compared OMol25 structures with the same formula, charge and spin, kcal per mole: 37.17
M, u: 168.284
Strongest force on any atom, hartree/bohr: 0.0944

```
32
Properties=species:S:1:pos:R:3:mulliken_charge:R:1
C -3.10 -0.48 -0.06 -0.641
C -2.46 0.47 -1.05 -0.525
C -1.54 1.38 -0.18 -1.036
C -0.91 -0.40 1.40 -0.879
C -1.98 -1.25 0.73 -0.574
C 0.75 0.68 -0.51 -0.469
C 1.11 -0.64 -1.22 -0.657
C 2.06 -1.38 -0.50 -0.447
C 2.79 0.52 0.85 -0.716
C 1.83 1.45 0.32 -0.941
H -3.57 -1.23 -0.71 0.300
H -3.80 -0.05 0.69 0.309
H -1.85 0.02 -1.79 0.259
H -3.23 1.08 -1.54 0.354
H -1.13 2.35 -0.65 0.432
H -2.24 1.90 0.47 0.403
H -0.12 -1.09 1.67 0.344
H -1.14 0.28 2.15 0.442
H -2.38 -1.83 1.61 0.396
H -1.48 -1.99 0.14 0.290
H 0.36 1.32 -1.29 0.725
H 1.52 -0.33 -2.16 0.392
H 0.14 -1.11 -1.46 0.225
H 1.63 -1.81 0.50 0.156
H 2.42 -2.29 -1.00 0.408
H 3.96 -0.96 0.17 0.279
H 3.75 0.98 1.07 0.439
H 2.34 -0.01 1.66 0.338
H 1.38 2.14 0.98 0.426
H 2.22 2.14 -0.42 0.356
N -0.50 0.62 0.44 0.173
N 3.18 -0.47 -0.28 -0.562
```

=====

(2)
Here is C10H20N2O3S as an isolated structure in a non-equilibrium geometry from the Open Molecules 2025 dataset. Energies are from the ωB97M-V functional and the def2-TZVPD basis.

Summary:
Electronic energy, eV: -30645.202
Lowest unoccupied orbital energy, eV: 0.05
Energy above the lowest of the compared OMol25 structures with the same formula, charge and spin, kcal per mole: 197.64
M, u: 248.348
Strongest force on any atom, hartree/bohr: 0.1365

```
36
Properties=species:S:1:pos:R:3:mulliken_charge:R:1
C 1.08 -0.24 1.37 -0.214
C -0.20 -0.88 0.87 0.090
C 0.87 0.62 2.65 0.958
C 2.08 1.18 3.19 -1.950
C 0.25 -0.30 3.87 -1.029
C -0.89 -1.36 -1.22 0.828
C -1.81 -2.50 -1.45 0.093
C -0.37 -0.83 -2.55 -0.838
C 0.23 0.45 -2.97 -0.819
C -1.98 2.50 -3.14 -0.820
H 2.36 1.31 0.61 0.270
H 0.55 1.43 -0.08 0.211
H 1.91 -1.01 1.40 0.257
H 0.04 1.39 2.57 0.223
H 2.00 1.51 4.25 0.457
H 2.82 0.49 3.35 0.535
H 2.65 2.01 2.63 0.318
H -0.53 -1.06 3.29 0.302
H -0.54 0.02 4.81 0.244
H 1.36 -0.53 4.49 0.249
H 1.01 -1.45 -0.72 0.474
H -1.51 -0.67 -0.64 0.417
H -1.39 -0.79 -3.07 0.347
H 0.35 -1.59 -3.03 0.319
H 0.11 0.60 -4.06 0.528
H 1.34 0.35 -2.52 0.263
H -2.08 3.48 -2.49 0.272
H -1.40 2.84 -3.98 0.318
H -2.71 1.69 -3.25 0.295
H -0.93 -3.34 0.10 0.430
N 1.56 0.63 0.03 -0.614
N 0.07 -1.67 -0.24 -0.568
O -1.43 -0.36 0.88 -0.630
O -2.50 -2.52 -2.44 -0.590
O -1.86 -3.43 -0.44 -0.548
S -0.51 2.04 -2.08 -0.078
```

=====

(3)
Here is C10H20N2PRuS as an isolated structure in a non-equilibrium geometry from the Open Molecules 2025 dataset. Energies are from the ωB97M-V functional and the def2-TZVPD basis.

Summary:
Electronic energy, eV: -36373.569
Lowest unoccupied orbital energy (spin up / spin down), eV: 0.33 / -1.20
Energy above the lowest of the compared OMol25 structures with the same formula, charge and spin, kcal per mole: 9.46
Multiplicity: 6
<S²>: 8.8032
M, u: 332.395
Strongest force on any atom, hartree/bohr: 0.0795

```
35
Properties=species:S:1:pos:R:3:mulliken_spin:R:1
C -0.88 0.07 -3.73 -0.218
C -1.60 1.23 -4.14 0.282
C -0.73 2.36 -4.27 -0.030
C 0.56 1.97 -3.94 0.230
C 0.59 0.48 -3.54 0.184
Ru 0.62 -0.41 -1.73 3.163
P -0.08 -2.54 -1.63 0.063
H -1.15 -0.97 -3.97 0.000
H -2.66 1.23 -4.41 0.011
H -1.05 3.32 -4.66 0.000
H 1.34 -0.19 -4.01 0.002
H 1.48 2.54 -3.94 0.008
H 0.95 -3.40 -2.14 0.015
H -1.22 -3.05 -2.33 0.001
H -0.30 -3.19 -0.36 0.031
C 1.39 1.57 3.58 -0.007
C -0.07 1.21 3.43 0.087
N -0.53 1.08 2.02 0.070
C 0.28 0.55 1.05 0.572
S 0.67 1.46 -0.33 0.395
N 0.83 -0.66 1.23 0.162
C 0.43 -1.61 2.29 -0.021
C -1.06 -1.81 2.33 0.046
H 2.05 0.79 3.19 0.006
H 1.62 1.69 4.64 0.000
H 1.61 2.51 3.07 0.003
H -0.32 0.28 3.96 0.009
H -0.70 2.00 3.86 -0.010
H -1.03 1.90 1.68 -0.018
H 1.43 -1.01 0.46 -0.032
H 0.96 -2.54 2.06 -0.005
H 0.82 -1.24 3.25 0.011
H -1.40 -2.27 1.39 -0.004
H -1.30 -2.48 3.15 -0.010
H -1.59 -0.87 2.47 0.003
```

=====

(4)
Here is C10H20N2RuSi as an isolated structure in a non-equilibrium geometry from the Open Molecules 2025 dataset. Energies are from the ωB97M-V functional and the def2-TZVPD basis.

Summary:
Electronic energy, eV: -24113.599
Lowest unoccupied orbital energy (spin up / spin down), eV: -10.22 / -11.17
Multiplicity: 5
<S²>: 6.0494
M, u: 297.440
Strongest force on any atom, hartree/bohr: 0.0460
Net charge: +2

```
34
Properties=species:S:1:pos:R:3:mulliken_spin:R:1
Ru 1.14 -1.61 0.62 2.985
C -2.19 -3.88 -2.34 -0.002
H -2.29 -3.97 -3.43 0.000
H -1.15 -3.71 -2.03 0.002
H -2.50 -4.85 -1.93 0.000
H -2.85 -3.10 -2.02 0.000
H 1.74 -2.84 -0.01 -0.094
C 2.27 -1.36 -2.67 0.009
C 2.10 -0.10 -1.90 0.046
C 2.64 1.15 -2.19 0.193
C 2.28 2.24 -1.39 -0.060
C 1.26 2.11 -0.44 0.199
C 0.81 0.83 -0.11 -0.008
N 1.30 -0.23 -0.83 0.101
N 0.07 0.34 0.88 0.547
Si -1.01 1.05 2.10 -0.026
C 0.03 1.44 3.59 0.041
C -1.86 2.54 1.39 0.012
C -2.35 -0.19 2.50 0.016
H 2.27 -2.23 -2.00 0.012
H 1.45 -1.51 -3.39 0.007
H 3.19 -1.34 -3.26 -0.002
H 3.34 1.24 -3.00 0.004
H 2.78 3.20 -1.51 0.002
H 0.86 2.94 0.13 0.008
H 0.98 1.90 3.28 0.001
H -0.50 2.15 4.25 0.003
H 0.25 0.54 4.16 0.001
H -2.74 2.25 0.80 0.000
H -2.20 3.17 2.23 0.001
H -1.22 3.16 0.76 0.000
H -3.03 -0.33 1.64 0.002
H -1.94 -1.17 2.76 0.002
H -2.94 0.18 3.35 0.000
```

=====

Question: The highest electronic energy belongs to which entry?
Answer: C10H20N2